{"formula": "C4H5NO2", "method": "ωB97M-V/def2-TZVPD", "e_homo_ev": -9.476, "relative_energy_kj_mol": 660.6, "orbital_gap_ev": 9.8, "molar_mass_da": 99.09, "lumo_ha": 0.012, "e_tot_ev": -9807.46850, "largest_force_ev_per_a": 5.4, "species": ["C", "C", "C", "C", "N", "O", "O", "H", "H", "H", "H", "H"], "xyz": [[-0.697, 2.243, -0.192], [-0.877, 1.107, 0.165], [-1.586, -1.168, -0.156], [-1.131, -0.168, 0.615], [2.441, -0.394, -0.056], [3.130, -1.369, 0.080], [2.386, 0.715, 0.442], [-0.636, 3.219, -0.677], [-1.782, -2.145, 0.060], [-2.043, -0.981, -1.040], [-0.738, -0.463, 1.591], [1.533, -0.596, -0.832]], "nbo_charge": [-0.195, -0.052, -0.324, -0.281, 0.409, -0.343, -0.346, 0.247, 0.196, 0.182, 0.228, 0.280]}